This record from OMol25 describes a structure of composition C46H66N11O6P in a non-equilibrium geometry. The level of theory is ωB97M-V/def2-TZVPD.

Each line ends with the Mulliken charge.
CARTESIAN COORDINATES (ANGSTROEM)
C 4.21300 20.26400 44.51600  -0.739
O 5.17700 21.20800 44.13300  -0.496
C 5.99500 20.80800 43.03100  -0.386
C 5.38800 21.10700 41.82100  0.679
N 6.33300 21.62300 40.77800  2.594
H 7.21100 21.09400 40.63900  -1.488
H 5.93300 21.44000 40.01500  -0.628
C 6.72500 23.09000 40.70300  -1.354
C 7.30800 23.46500 39.37700  1.415
O 8.11100 24.65700 39.43500  -0.580
C 9.00100 24.90900 38.38700  -0.359
H 4.63600 19.58400 45.17700  0.413
H 3.91700 19.42200 43.84200  0.095
H 3.25100 20.65300 45.03200  0.279
H 6.51400 19.73500 42.96200  -0.004
H 6.86500 21.24500 43.20500  0.419
H 4.70700 22.04200 42.14600  0.317
H 4.73100 20.20600 41.18600  -0.335
H 7.39800 23.31700 41.55600  0.445
H 5.96700 23.83300 40.94400  0.517
H 6.49800 23.68300 38.61700  0.286
H 7.99500 22.76600 39.04300  -0.626
H 9.82000 24.25100 38.17300  -0.074
H 9.83500 25.63700 38.50900  0.359
H 8.35800 24.84500 37.46800  0.246
P 6.71300 19.53900 38.36700  -2.380
O 5.79900 18.62800 39.14500  -0.026
O 6.79800 19.35200 36.75300  0.881
O 7.98100 19.82300 39.03400  0.992
O 5.95200 20.80500 38.58500  1.364
N 3.39100 18.36000 39.39300  1.412
C 2.66000 17.14600 39.65200  -0.469
C 1.38000 17.61900 39.85300  -0.894
C 1.40700 19.10400 39.88500  -0.970
C 2.59900 19.45400 39.48100  -0.184
H 4.39300 18.41600 39.17600  -0.276
H 3.29400 16.22500 39.61000  0.367
H 0.46700 16.88000 39.97400  0.187
H 0.55000 19.81800 40.14700  0.323
H 3.19900 20.33800 39.05700  0.241
N 8.11100 17.85500 35.47800  0.437
C 7.68000 16.55700 34.93400  -0.351
C 8.86100 15.92400 34.55500  -0.794
C 9.97200 16.95100 34.65100  -0.989
C 9.50700 18.09700 35.34800  0.005
H 7.22300 18.58200 35.98200  -0.574
H 6.59800 16.24500 35.10300  0.270
H 8.82700 14.90400 34.06300  0.261
H 10.96400 16.96200 34.30400  0.482
H 10.04100 19.05200 35.59200  0.174
N 4.77000 19.12000 35.43200  1.274
C 4.90100 19.21500 34.05200  -0.707
C 3.60200 19.21300 33.52400  -0.748
C 2.68200 19.13700 34.65900  -1.430
C 3.46300 19.13400 35.77500  -0.768
H 5.82400 18.99000 36.11400  -0.637
H 5.83900 19.36300 33.53900  0.322
H 3.45900 19.49400 32.42000  0.200
H 1.74600 19.07900 34.75900  0.916
H 3.17700 19.22900 36.97100  0.588
N 7.45100 21.51300 35.44100  1.355
C 8.20700 21.41900 34.29900  -0.056
C 8.53500 22.74300 33.98100  -1.144
C 7.81300 23.52100 35.06200  -1.388
C 7.15000 22.71300 35.98400  -0.325
H 7.23200 20.59700 35.92100  -0.239
H 8.53200 20.38700 34.00300  0.258
H 9.04000 23.28400 33.19500  0.436
H 7.69600 24.55500 35.10000  0.606
H 6.55500 22.69000 36.76200  0.716
N 9.24700 20.67200 40.93200  1.216
C 9.05400 20.09600 42.18800  -1.086
C 9.62300 20.86600 43.12700  -0.225
C 10.35900 21.93500 42.36700  -1.427
C 10.03900 21.79000 41.02800  -0.879
H 8.69600 20.21300 39.99900  -0.344
H 8.44100 19.10900 42.21900  0.532
H 9.55600 20.63900 44.29200  0.226
H 11.00400 22.60500 42.78800  0.571
H 10.17200 22.52500 40.35700  0.569
N 9.26100 17.62600 39.52600  2.748
C 9.01500 16.56700 38.79800  0.090
C 9.89100 15.52400 39.20300  -0.885
C 10.76700 16.09500 40.29200  -0.955
C 10.39600 17.44600 40.30900  -1.138
H 8.68700 18.48600 39.41900  -1.503
H 8.36800 16.56000 37.81200  0.100
H 9.81600 14.60700 38.74700  0.593
H 11.74700 15.51400 40.73700  0.149
H 10.72800 18.24900 40.79800  0.696
N 5.24000 16.25500 37.69800  1.890
C 5.94100 15.04000 38.01800  -0.463
C 5.51100 14.17600 37.11400  -0.883
C 4.45900 14.83400 36.28300  -0.794
C 4.23300 16.06200 36.74900  -0.324
H 5.64700 17.01200 38.01200  -0.662
H 6.72600 14.99500 38.81300  0.310
H 5.53900 13.04000 36.92200  0.185
H 3.86900 14.52300 35.49900  0.526
H 3.37100 16.60300 36.32800  0.327
N 5.84600 17.30700 41.22700  0.679
C 4.76300 17.53600 42.14200  -0.559
C 5.11300 17.01300 43.28600  -0.743
C 6.53800 16.46700 43.11500  -1.193
C 6.96200 16.67100 41.80100  -0.023
H 5.90900 17.79700 40.25800  -0.266
H 3.82400 18.19900 41.95600  0.158
H 4.60700 17.15200 44.12500  0.834
H 7.08100 16.00700 43.89400  0.440
H 7.87300 16.30700 41.25600  0.260
N 10.25800 20.34700 37.87200  1.904
C 11.38000 19.68300 38.03800  -0.209
C 12.29800 20.17400 37.14800  -0.893
C 11.65500 21.38600 36.51200  -1.086
C 10.40200 21.52000 36.98300  0.114
H 9.42200 20.04300 38.32100  -0.740
H 11.41300 18.61500 38.38900  0.140
H 13.21600 19.63500 36.93500  0.380
H 11.71600 22.27400 35.72600  0.149
H 9.55600 22.13700 36.87000  0.545
N 4.22200 22.40900 37.63800  0.922
C 3.41500 23.36500 38.29400  -0.695
C 2.70200 24.04400 37.29700  -0.920
C 3.12600 23.35800 35.91200  -0.910
C 3.95900 22.42400 36.26700  -0.287
H 4.89700 21.54800 38.04900  -0.705
H 3.47300 23.82100 39.26100  0.357
H 2.05600 24.79800 37.45500  0.627
H 2.85100 23.70900 34.95500  0.471
H 4.47300 21.66000 35.68200  0.374

Cartesian forces (eV/Å) of the 6 atoms listed first:
C -2.4 -1.0 0.2
O -0.3 -0.7 -0.4
C 0.2 -5.2 3.0
C -4.5 1.8 -4.7
N 4.1 3.5 7.9
H -0.1 0.0 0.9

The spin multiplicity is 1. The total charge is -2. The relative energy (zero: lowest compared OMol25 entry of this formula, charge and spin) is 85.4 kcal/mol. For the energy, the calculation gives -3187.0382 Eh. The calculation puts the HOMO energy at -3.05 eV.

=====

This record from OMol25 describes a structure of composition C46H66N7OPbSi in a non-equilibrium geometry. The level of theory is ωB97M-V/def2-TZVPD.

Each line ends with the Mulliken charge.
CARTESIAN COORDINATES (ANGSTROEM)
Pb -0.00251 -0.01436 0.00574  3.089
C 4.61510 -3.47623 1.66149  -1.122
C 4.75307 -2.06062 2.21836  -0.917
C 3.48423 -1.26429 2.19929  1.288
C 2.86012 -0.69191 3.26837  0.446
C 3.13326 -0.76056 4.72604  -1.175
C 3.87227 0.46153 5.24398  -1.305
C 1.63569 -0.13741 2.65342  -0.253
N 1.51664 -0.55565 1.44855  -0.089
C 2.70304 -1.01086 0.98500  -0.347
C 3.01467 -1.16625 -0.32633  -0.184
C 2.32375 -0.74148 -1.65189  -0.204
C 2.71651 -1.23493 -2.91877  0.807
C 3.85006 -2.16172 -3.23010  -1.094
C 5.16905 -1.41880 -3.37119  -1.299
C 1.73779 -0.74830 -3.84482  0.529
C 0.84627 -0.01281 -3.07075  -0.633
C -0.42932 0.62841 -3.42723  0.008
C -1.26766 1.26295 -2.57612  -0.259
N -1.18798 1.39936 -1.16247  -0.364
C -2.22393 2.19425 -0.91790  0.106
C -2.69201 2.71597 0.38760  -0.366
C -1.91207 2.40658 1.43756  0.329
N -0.74424 1.72092 1.38144  -1.101
C -0.36727 1.45718 2.72245  -0.294
C 0.60715 0.71544 3.32714  -0.868
C -1.32657 2.16360 3.60036  1.229
C -2.25843 2.73054 2.81264  1.001
C -3.47715 3.49577 3.22650  -0.923
C -3.26176 5.00172 3.16394  -1.454
C -1.29969 2.18729 5.10076  -1.076
C -0.26983 3.16362 5.65656  -1.298
C -3.06058 2.64830 -2.10850  0.498
C -2.43272 2.00417 -3.10581  0.973
C -2.79245 2.09969 -4.56142  -1.260
C -3.54103 0.87061 -5.06390  -0.938
C -4.24891 3.65001 -2.16220  -1.292
C -5.63932 3.11230 -1.93801  -0.903
N 1.33766 0.14871 -1.87092  -0.522
C 1.65949 -1.02276 -5.31108  -1.204
C 0.81872 -2.25130 -5.61906  -0.978
H 5.45925 -4.09230 1.98786  0.423
H 4.62658 -3.47818 0.56777  0.232
H 3.69198 -3.95991 1.99444  0.317
H 5.53384 -1.52510 1.66642  0.413
H 5.11952 -2.14703 3.24759  0.318
H 3.71869 -1.65703 4.95952  0.488
H 2.19332 -0.88239 5.27746  0.307
H 4.85031 0.56155 4.76326  0.296
H 4.03541 0.36974 6.32274  0.409
H 3.30369 1.37891 5.06512  0.283
H 3.97794 -1.61407 -0.53156  0.369
H 3.63440 -2.70171 -4.15809  0.395
H 3.92437 -2.92178 -2.44480  0.317
H 5.11984 -0.67320 -4.17123  0.320
H 5.97479 -2.12080 -3.60936  0.420
H 5.43769 -0.89912 -2.44604  0.272
H -0.65092 0.58235 -4.48219  0.339
H -3.61777 3.24698 0.48472  0.686
H 0.68418 0.68834 4.40462  1.614
H -3.77758 3.23153 4.24546  0.546
H -4.33871 3.21728 2.60842  0.321
H -2.45255 5.31130 3.83301  0.261
H -4.17218 5.52431 3.47500  0.452
H -3.01343 5.33175 2.15088  0.246
H -1.12313 1.18156 5.50043  0.430
H -2.27677 2.47014 5.50457  0.478
H 0.74781 2.90341 5.35163  0.132
H -0.30171 3.15741 6.75082  0.455
H -0.47480 4.18457 5.32008  0.283
H -1.89757 2.27169 -5.17010  0.475
H -3.42362 2.97489 -4.74845  0.422
H -2.94245 -0.03988 -4.96863  0.060
H -3.79514 0.99398 -6.12155  0.476
H -4.47346 0.72354 -4.50966  0.156
H -4.25601 4.13762 -3.14300  0.439
H -4.06685 4.45702 -1.44397  0.323
H -5.90220 2.37978 -2.69402  0.145
H -6.36813 3.92981 -1.99871  0.543
H -5.74312 2.65004 -0.96675  0.484
H 2.67271 -1.15487 -5.70596  0.374
H 1.24030 -0.14664 -5.81848  0.472
H 1.23145 -3.14584 -5.14174  0.290
H 0.78741 -2.42711 -6.69928  0.413
H -0.21030 -2.12816 -5.26633  0.061
O 0.66331 -1.62116 -0.55226  -1.544
C -5.36868 0.69519 -1.40469  -0.373
C -4.36895 1.32110 -0.42384  0.090
N -3.08410 0.75786 -0.65912  1.255
C -2.88720 -0.57624 -0.93843  -0.826
N -1.71073 -1.04930 -0.74880  0.726
C -1.49630 -2.47440 -1.03926  -0.218
C -2.43340 -2.99750 -2.10242  -0.825
C -3.84547 -2.69425 -1.67744  -0.692
N -3.97140 -1.26943 -1.42378  0.757
C -5.31335 -0.79777 -1.27186  -1.323
H -5.11223 0.98028 -2.42579  -0.434
H -6.38133 1.05101 -1.20063  0.502
H -4.67990 1.13041 0.61079  -0.483
H -4.32345 2.39487 -0.55643  0.036
H -2.26255 1.18488 -0.18128  -2.520
H -1.60342 -3.04642 -0.11833  -0.053
H -0.46494 -2.60605 -1.37845  0.064
H -2.29602 -4.07486 -2.23926  0.476
H -2.21665 -2.51178 -3.06191  0.061
H -4.10211 -3.25482 -0.76998  0.200
H -4.53709 -3.00572 -2.46836  0.530
H -5.69773 -1.10529 -0.29063  0.332
H -5.96273 -1.24725 -2.03159  0.532
C 0.13830 -1.19697 3.41402  -1.673
Si -1.18751 -0.93320 2.14002  0.078
C -2.00873 -2.52370 1.66871  -1.398
C -2.41279 0.36071 2.64212  0.784
H -0.28302 -1.57926 4.35107  0.424
H 0.67175 -0.24930 3.64183  -0.189
H 0.88094 -1.91784 3.06430  0.566
H -2.53232 -2.96661 2.52282  0.671
H -1.27781 -3.25363 1.31110  0.210
H -2.74095 -2.36769 0.87388  0.171
H -2.96081 0.05875 3.54220  1.045
H -3.14624 0.53989 1.85006  -1.688
H -1.90636 1.32641 2.85650  0.199

Cartesian forces (eV/Å) of the 6 atoms listed first:
Pb -1.7 3.6 1.6
C 0.1 -0.2 -0.3
C 0.2 0.0 0.4
C 1.1 -0.3 -0.5
C -0.5 0.2 -1.0
C 0.2 -0.1 0.1

The spin multiplicity is 1. The total charge is -1. For the energy, the calculation gives -2732.1929 Eh. The calculation puts the HOMO energy at -2.14 eV.

=====

This record from OMol25 describes a structure of composition C46H67NO5PbSiTe in a non-equilibrium geometry. The level of theory is ωB97M-V/def2-TZVPD.

Each line ends with the Mulliken charge.
CARTESIAN COORDINATES (ANGSTROEM)
Pb 0.65115 0.52178 0.72574  1.189
C -3.41349 4.00322 -3.29191  -1.572
C -2.86913 5.06346 -2.32317  2.121
C -2.37337 6.24862 -3.15193  -2.149
C -4.01504 5.54688 -1.42250  -1.696
C -1.76330 4.46173 -1.46201  -0.372
C -2.01912 3.27148 -0.76553  -0.710
C -1.06906 2.67916 0.04405  -0.218
N -1.19201 1.54334 0.84337  0.133
C -1.78997 0.40061 1.46890  -0.529
C -3.17353 -0.10295 1.28370  -0.686
C -3.61064 -1.15354 1.98280  -0.243
C -2.77471 -1.68802 3.02889  -0.059
C -1.55801 -1.26561 3.42159  -0.222
C -0.92858 -0.18319 2.65404  2.031
O 0.18164 0.32737 2.87951  -1.161
C -0.87972 -1.91909 4.63566  2.222
C -1.90370 -2.12324 5.76203  -1.841
C 0.28308 -1.10870 5.22388  -2.082
C -0.32439 -3.28316 4.19339  -1.282
C -4.96382 -1.79584 1.64878  1.964
C -6.08072 -0.75481 1.79725  -1.729
C -4.92295 -2.29679 0.19757  -1.638
C -5.30039 -2.98579 2.55032  -2.270
C 0.26883 3.25333 0.08088  1.037
O 1.25304 2.59641 0.73579  -1.107
C 0.51249 4.46759 -0.55475  -0.643
C -0.52305 5.05521 -1.30935  0.051
C 1.87996 5.15560 -0.42892  2.243
C 1.91245 6.51154 -1.13987  -2.400
C 2.20421 5.40032 1.05147  -1.757
C 2.97529 4.28548 -1.06526  -1.237
H -4.16312 4.44672 -3.95119  0.468
H -3.88482 3.17382 -2.76468  0.312
H -2.61123 3.59578 -3.91106  0.237
H -3.17926 6.59655 -3.80067  0.465
H -1.52613 5.97184 -3.78288  0.390
H -2.07178 7.08839 -2.52308  0.368
H -4.80783 6.00030 -2.02256  0.460
H -3.65580 6.29010 -0.70855  0.356
H -4.44841 4.71984 -0.85812  0.322
H -2.99340 2.80129 -0.82540  0.576
H -3.74810 0.37726 0.50249  0.615
H -3.19372 -2.51590 3.58255  0.429
H -2.39602 -1.18398 6.02075  0.377
H -1.39305 -2.49916 6.65001  0.479
H -2.67427 -2.85004 5.50284  0.342
H -0.00919 -0.08715 5.47013  0.427
H 1.13407 -1.06516 4.54947  0.204
H 0.60399 -1.60127 6.14384  0.511
H -1.11465 -3.94075 3.82588  0.314
H 0.17695 -3.77666 5.02900  0.521
H 0.39820 -3.13726 3.39105  -0.097
H -5.94023 0.08178 1.11147  0.308
H -6.10885 -0.35558 2.81270  0.374
H -7.04975 -1.20855 1.57917  0.464
H -4.77660 -1.47346 -0.50290  0.327
H -5.86171 -2.79441 -0.05607  0.457
H -4.10602 -3.00637 0.05521  0.381
H -5.36893 -2.69691 3.60133  0.416
H -4.56386 -3.78678 2.45984  0.404
H -6.26842 -3.39256 2.25536  0.470
H -0.33286 6.00103 -1.78905  0.595
H 1.17473 7.20287 -0.72819  0.407
H 1.73164 6.41559 -2.21230  0.415
H 2.89936 6.95769 -1.00721  0.463
H 1.41154 5.98320 1.52449  0.376
H 3.13892 5.96002 1.14021  0.479
H 2.30882 4.46335 1.59538  0.251
H 2.74151 4.06566 -2.10911  0.230
H 3.08311 3.33990 -0.53710  -0.173
H 3.93323 4.81067 -1.03720  0.543
O 2.97771 0.58639 0.80109  -0.584
H 3.50674 1.38192 0.69701  0.207
H 3.52312 -0.19525 0.93275  0.038
O -1.07239 -0.75853 0.71091  -0.696
C 0.77740 2.39578 -3.61834  -0.632
Te 0.77424 0.64977 -2.41309  0.703
C 0.88243 -0.67999 -4.06646  -0.788
H -0.08526 2.36221 -4.27770  0.340
H 1.70440 2.43148 -4.18358  0.456
H 0.69959 3.25795 -2.96104  -0.207
H 1.79215 -0.45746 -4.61713  0.413
H -0.00147 -0.52432 -4.67753  0.370
H 0.90506 -1.70031 -3.70206  -0.012
C 3.76941 -5.12855 0.22204  -1.870
C 2.82600 -4.15171 0.93430  2.319
C 1.56032 -4.90687 1.35802  -1.687
C 3.52755 -3.61540 2.18894  -1.605
Si 2.32365 -2.68784 -0.18001  -2.434
O 1.50283 -1.61018 0.67073  1.228
C 1.18700 -3.33054 -1.55581  1.210
C -0.10638 -2.81065 -1.65042  -0.367
C -1.00024 -3.25161 -2.62060  -0.697
C -0.62245 -4.23326 -3.52318  -0.678
C 0.65435 -4.77728 -3.44422  -0.877
C 1.53872 -4.33324 -2.47142  -0.320
C 3.92986 -2.06617 -0.99660  1.952
C 4.99718 -1.50868 -0.28385  -0.725
C 6.16737 -1.08236 -0.89482  -1.153
C 6.31220 -1.20743 -2.26927  -0.626
C 5.28171 -1.76785 -3.00775  -0.797
C 4.11718 -2.19031 -2.37752  -0.041
H 4.10155 -5.89814 0.92828  0.526
H 4.66022 -4.63368 -0.17112  0.287
H 3.27326 -5.64444 -0.60168  0.298
H 1.81976 -5.73443 2.02853  0.575
H 1.04134 -5.32738 0.49405  0.299
H 0.85850 -4.25812 1.88218  0.166
H 3.75168 -4.43919 2.87602  0.556
H 2.90094 -2.89545 2.72199  0.104
H 4.47781 -3.13510 1.94837  0.248
H -0.43028 -2.05769 -0.94418  0.498
H -1.99459 -2.82410 -2.66664  0.535
H -1.31563 -4.57798 -4.28038  0.388
H 0.96025 -5.54734 -4.14168  0.415
H 2.53072 -4.76999 -2.44457  0.253
H 4.95643 -1.43000 0.80022  0.279
H 6.96805 -0.66189 -0.29911  0.427
H 7.22146 -0.87781 -2.75484  0.390
H 5.38023 -1.87403 -4.08119  0.443
H 3.32684 -2.60699 -2.98787  0.221

Cartesian forces (eV/Å) of the 6 atoms listed first:
Pb 2.7 -1.7 -1.1
C 0.0 0.0 0.0
C -0.1 0.0 0.0
C 0.0 0.0 0.0
C 0.0 0.0 0.0
C -0.1 -0.4 0.2

The spin multiplicity is 1. The total charge is 0. The relative energy (zero: lowest compared OMol25 entry of this formula, charge and spin) is 0.0 kcal/mol. For the energy, the calculation gives -2974.2277 Eh. The calculation puts the HOMO energy at -7.19 eV.

=====

What is the formula in the third record? C46H67NO5PbSiTe

=====

The highest total charge belongs to which entry? C46H67NO5PbSiTe